This record from the OMol25 dataset describes C47H47NP2V as an isolated structure at a distorted geometry. The level of theory is ωB97M-V/def2-TZVPD.

Element x y z (Å)
1 V 1.3976 -1.8781 1.7684
2 C 2.8366 -3.3381 0.7218
3 C 2.0986 -2.5907 -0.2435
4 C 0.8023 -3.0826 -0.8369
5 C -0.5184 -2.6998 -0.1508
6 C -0.4729 -2.8505 1.3569
7 C 0.2273 -3.8614 2.0530
8 C 1.0201 -4.9911 1.5351
9 C 2.5197 -4.6865 1.2390
10 C 1.1324 0.1396 2.2191
11 H 3.9080 -3.1175 0.7763
12 H 2.6684 -1.9985 -0.9863
13 H 0.8168 -4.1835 -0.9000
14 H 0.7488 -2.7029 -1.8718
15 H -0.9043 -1.6975 -0.4445
16 H -1.2818 -3.3964 -0.5577
17 H -1.2936 -2.3347 1.8973
18 H -0.1957 -4.0812 3.0395
19 H 0.5611 -5.4976 0.6750
20 H 1.0445 -5.7765 2.3126
21 H 3.1141 -4.9232 2.1465
22 H 2.8805 -5.4279 0.5019
23 H 1.3879 0.3814 3.2704
24 H 0.0837 0.4367 2.0434
25 H 1.7853 0.7484 1.5779
26 P -0.8208 2.9100 -3.0924
27 P -3.1768 2.3303 -1.6245
28 C -1.9233 1.7309 -3.9194
29 C -3.0516 1.4222 -3.1984
30 C -0.3505 4.1283 -4.3794
31 C -0.4795 3.8761 -5.7545
32 C -0.1225 4.8409 -6.7078
33 C 0.3787 6.0840 -6.2992
34 C 0.5660 6.3248 -4.9292
35 C 0.2170 5.3555 -3.9816
36 C 0.7318 2.0223 -2.8159
37 C 0.8985 1.4675 -1.5245
38 C 2.0160 0.6809 -1.2624
39 C 3.0209 0.5516 -2.2311
40 C 2.8587 1.1098 -3.5088
41 C 1.6934 1.8259 -3.8244
42 C -4.5247 3.5557 -2.0815
43 C -4.2181 4.5831 -3.0035
44 C -5.1587 5.5739 -3.3242
45 C -6.4222 5.5888 -2.7177
46 C -6.7416 4.5671 -1.8171
47 C -5.8072 3.5660 -1.4998
48 C -4.0443 1.2650 -0.4245
49 C -4.0934 1.6888 0.9269
50 C -4.6552 0.8569 1.8950
51 C -5.1702 -0.3938 1.5323
52 C -5.1521 -0.7990 0.1956
53 C -4.5755 0.0190 -0.7818
54 H -1.6637 1.3391 -4.9052
55 H -3.8920 0.7931 -3.5153
56 H -0.8697 2.9184 -6.0946
57 H -0.2281 4.6174 -7.7752
58 H 0.6362 6.8476 -7.0431
59 H 0.9949 7.2785 -4.6107
60 H 0.3783 5.5497 -2.9198
61 H 0.1279 1.6888 -0.7783
62 H 2.1285 0.1622 -0.3113
63 H 3.9372 0.0119 -1.9906
64 H 3.6370 0.9855 -4.2691
65 H 1.5453 2.2188 -4.8431
66 H -3.2306 4.6143 -3.4699
67 H -4.9038 6.3527 -4.0472
68 H -7.1354 6.3917 -2.9310
69 H -7.7287 4.5601 -1.3471
70 H -6.0842 2.7909 -0.7836
71 H -3.6886 2.6672 1.2031
72 H -4.6896 1.1826 2.9369
73 H -5.5708 -1.0600 2.2946
74 H -5.5763 -1.7584 -0.1038
75 H -4.5365 -0.3031 -1.8227
76 C 1.1418 -4.8256 6.5935
77 C 0.2109 -4.0876 5.8447
78 C 0.6520 -3.1705 4.8874
79 C 2.0331 -3.0372 4.5795
80 C 2.9476 -3.6432 5.4818
81 C 2.5125 -4.5880 6.4156
82 N 2.4461 -2.3632 3.4246
83 C 3.8040 -1.9749 3.2984
84 C 4.1394 -0.6054 3.2872
85 C 5.4778 -0.2069 3.3236
86 C 6.5016 -1.1642 3.3752
87 C 6.1824 -2.5318 3.3646
88 C 4.8477 -2.9363 3.2822
89 H 0.7961 -5.5311 7.3571
90 H -0.8628 -4.2059 6.0333
91 H -0.0690 -2.5660 4.3258
92 H 4.0107 -3.4151 5.3995
93 H 3.2499 -5.1338 7.0100
94 H 3.3220 0.1174 3.2959
95 H 5.7112 0.8619 3.3660
96 H 7.5443 -0.8579 3.4709
97 H 6.9609 -3.3023 3.4572
98 H 4.5926 -4.0037 3.2642

Forces on the atoms, in the same order (eV/Å):
V 1.5 0.7 1.8
C -0.3 0.9 -2.4
C 1.4 -1.4 0.6
C -0.6 -0.3 -0.8
C -0.5 0.0 -0.3
C -0.3 -1.3 0.5
C -2.6 1.0 -0.6
C 1.3 -1.4 -0.2
C -0.4 -1.2 0.5
C -0.4 0.5 0.0
H -0.4 0.4 0.2
H -0.2 0.2 1.2
H 0.1 0.4 -0.1
H 0.0 -0.2 0.3
H 0.6 -0.4 0.3
H 0.2 0.2 0.3
H 0.6 -0.3 -0.2
H 0.6 0.5 -0.4
H 0.0 0.4 0.0
H -0.1 0.4 -0.2
H -0.4 0.5 -0.4
H -0.1 0.2 0.0
H -0.3 -0.2 -0.5
H 0.3 0.2 0.0
H -0.2 0.1 0.2
P 0.6 1.5 0.1
P -1.0 0.9 1.0
C -1.3 -0.6 0.8
C 1.2 0.5 -0.8
C 0.4 -0.1 -0.8
C 0.0 0.5 -0.1
C 0.0 0.1 0.1
C 0.0 -0.4 0.2
C 0.0 -0.2 -0.2
C -0.2 -0.1 -0.3
C 0.4 -0.6 -0.3
C 0.0 0.2 -0.8
C 0.3 0.1 -0.2
C -0.3 0.1 -0.4
C -0.1 0.1 0.1
C 0.3 -0.4 0.5
C -0.2 0.3 -0.1
C -0.3 -0.1 0.2
C 0.0 -0.1 0.2
C 0.4 -0.4 0.1
C 0.2 0.0 0.0
C 0.1 0.2 -0.2
C -0.4 -0.4 0.0
C -0.1 -0.4 -0.5
C 0.0 0.0 -0.2
C 0.1 0.1 -0.2
C 0.2 0.0 0.0
C -0.1 0.2 0.6
H -0.4 -0.2 0.2
H 0.6 0.1 -0.3
H 0.1 0.2 0.0
H 0.0 0.1 0.4
H -0.1 -0.3 0.4
H -0.2 -0.3 0.0
H -0.1 0.0 -0.2
H 0.3 -0.3 -0.1
H 0.0 0.4 -0.2
H -0.2 0.0 -0.1
H -0.3 0.0 0.3
H 0.1 -0.1 0.7
H -0.3 0.0 0.1
H 0.0 -0.3 0.3
H 0.3 -0.4 0.0
H 0.3 -0.1 -0.1
H 0.1 0.2 -0.2
H -0.1 -0.3 -0.1
H 0.0 -0.1 -0.3
H 0.0 0.2 -0.2
H 0.1 0.2 0.2
H -0.1 0.0 0.3
C -0.1 0.0 0.0
C 0.5 0.2 0.2
C 0.2 -0.1 0.0
C 0.3 -0.1 0.1
C -0.2 -0.4 -0.1
C -0.4 0.5 -0.1
N -0.6 0.0 0.0
C 0.6 -0.1 0.6
C 0.0 -0.5 0.0
C 0.2 -0.3 0.0
C -0.3 -0.1 0.2
C -0.3 0.1 -0.1
C 0.0 0.4 0.0
H 0.2 0.2 -0.4
H 0.5 0.1 -0.1
H 0.3 -0.2 0.3
H -0.4 -0.2 0.0
H -0.3 0.3 -0.1
H 0.5 -0.2 0.1
H 0.0 -0.4 -0.1
H -0.3 0.0 -0.1
H -0.3 0.5 -0.2
H 0.2 0.6 0.1

## Properties
- Spin multiplicity: 4
- ⟨S²⟩: 3.7732
- LUMO (spin up / spin down): 0.386 / -0.376 eV
- Relative energy (zero: lowest compared OMol25 entry of this formula, charge and spin): 0.00 kJ/mol

***

This record from the OMol25 dataset describes a 2-piece molecular cluster, C29H28IO4 overall at a distorted geometry. The level of theory is ωB97M-V/def2-TZVPD.

Element x y z (Å)
1 C 6.9685 -3.6812 0.6781
2 C 5.6622 -2.9499 0.7271
3 C 5.6717 -1.5626 0.9223
4 C 4.4870 -0.8494 1.0109
5 C 3.2355 -1.4957 0.8956
6 C 2.0286 -0.7260 1.0276
7 C 0.8241 -1.0703 0.4363
8 C -0.3808 -0.3575 0.5315
9 C -1.6299 -1.0786 0.6269
10 C -2.6773 -0.6576 1.4901
11 C -3.7343 -1.5070 1.7859
12 C -3.8042 -2.7821 1.2122
13 C -4.8751 -3.7375 1.6120
14 C -2.8434 -3.1616 0.2703
15 C -1.7923 -2.3207 -0.0427
16 C 3.2312 -2.9056 0.7105
17 C 4.4306 -3.6142 0.6601
18 H 6.8299 -4.7662 0.6849
19 H 7.5708 -3.3919 -0.1958
20 H 7.5701 -3.4214 1.5594
21 H 6.6286 -1.0534 1.0228
22 H 4.5053 0.2303 1.1598
23 H 2.0731 0.1473 1.6808
24 H 0.8221 -2.0201 -0.1104
25 H -0.3998 0.6644 0.9289
26 H -2.5855 0.3145 1.9855
27 H -4.4951 -1.2111 2.5101
28 H -4.7700 -4.6590 1.0364
29 H -4.8014 -3.9618 2.6841
30 H -5.8835 -3.3562 1.4135
31 H -2.9133 -4.1536 -0.1806
32 H -1.0415 -2.6147 -0.7832
33 H 2.2833 -3.4353 0.6438
34 H 4.4232 -4.6993 0.5775
35 C -3.4479 1.2288 -2.0103
36 C -2.3991 1.0849 -3.0952
37 C -3.0100 1.0470 -4.5024
38 O -1.5806 2.2903 -3.1886
39 C -0.7695 2.5384 -2.1242
40 O -0.4920 3.7050 -1.8999
41 C -0.2487 1.3539 -1.3739
42 I 1.6459 1.9926 -0.5838
43 C 0.7696 3.6523 0.5804
44 C 1.3415 4.8996 0.3919
45 C 0.8102 6.0273 1.0349
46 C -0.2922 5.8808 1.8834
47 C -0.8502 4.6192 2.0900
48 C -0.3163 3.4852 1.4296
49 C -0.3604 0.1284 -2.1931
50 O 0.4515 -0.7758 -2.2679
51 O -1.5544 -0.0478 -2.8823
52 H -3.0001 1.2452 -1.0060
53 H -4.0049 2.1639 -2.1835
54 H -4.1515 0.3842 -2.0787
55 H -2.1997 0.9946 -5.2390
56 H -3.6858 0.2035 -4.6458
57 H -3.5577 1.9854 -4.6619
58 H 2.2004 5.0014 -0.2684
59 H 1.2533 7.0050 0.8731
60 H -0.7125 6.7541 2.3906
61 H -1.7021 4.4925 2.7611
62 H -0.7553 2.5051 1.5977

Forces on the atoms, in the same order (eV/Å):
C 0.3 -0.2 0.2
C -0.2 0.2 0.3
C -0.3 0.1 -0.2
C -0.2 -0.1 0.2
C 0.7 -0.9 0.1
C -1.2 0.0 -0.4
C 0.9 -0.3 -0.2
C -0.6 0.0 2.1
C -0.7 -0.4 -0.8
C 0.5 0.2 -0.1
C 0.3 0.2 0.0
C 0.1 0.3 -0.1
C -0.3 -0.3 0.0
C 0.1 0.0 -0.1
C 0.5 0.1 0.2
C 0.3 0.4 0.0
C -0.2 0.3 -0.1
H 0.0 0.2 -0.1
H -0.3 -0.1 0.2
H -0.1 -0.1 -0.2
H -0.2 0.0 -0.1
H 0.1 -0.2 0.1
H 0.0 -0.1 -0.3
H -0.1 0.4 0.2
H 0.2 -0.7 0.1
H -0.1 -0.3 -0.1
H 0.2 0.0 -0.2
H -0.1 0.0 0.2
H -0.1 0.0 -0.2
H 0.2 0.1 0.1
H 0.0 0.4 0.0
H -0.4 0.0 0.2
H 0.2 0.1 0.1
H -0.1 0.2 -0.1
C -0.2 0.0 0.1
C 0.0 0.9 -1.0
C 0.3 -0.2 0.2
O -0.2 -1.0 1.2
C -0.1 1.6 0.2
O 0.1 -1.3 -0.1
C -0.5 0.3 -1.6
I -1.2 1.0 -0.1
C 0.0 0.2 0.2
C 0.4 0.3 -0.2
C -0.2 -0.7 0.1
C 0.1 -0.1 -0.1
C 0.4 -0.5 -0.5
C -0.1 0.1 0.2
C 0.6 -0.9 -0.2
O -0.4 0.7 0.1
O 0.8 0.7 0.5
H -0.1 0.0 -0.3
H 0.2 -0.4 0.1
H 0.3 0.3 0.1
H -0.2 0.0 0.2
H 0.1 0.0 0.1
H 0.1 -0.3 0.1
H -0.2 0.1 0.1
H 0.0 -0.2 0.0
H 0.2 -0.4 -0.2
H 0.3 0.0 -0.2
H 0.0 0.3 0.0

## Properties
- Spin multiplicity: 1
- LUMO: -4.968 eV
- Total charge: +1

***

This record from the OMol25 dataset describes C24H50ClIP2Si2W as an isolated structure at a distorted geometry. The level of theory is ωB97M-V/def2-TZVPD.

Element x y z (Å)
1 W -0.2123 -0.0020 -0.2173
2 C 1.8703 -0.0929 -1.0903
3 C 1.1848 -1.2973 -1.4656
4 C -0.0037 -0.9039 -2.1998
5 Si 1.9547 -3.0015 -1.1093
6 C -0.0070 0.5134 -2.3257
7 C 1.1851 1.0298 -1.6723
8 Si 1.9523 2.7670 -1.6173
9 H 2.8030 -0.0354 -0.4467
10 H -0.7860 -1.5807 -2.5476
11 H -0.7862 1.1161 -2.7887
12 Cl -2.2734 0.2067 1.5538
13 C 3.8391 2.8129 -1.5994
14 C 1.4363 3.7499 -3.1371
15 C 3.8403 -3.0407 -1.0753
16 C 1.4476 -4.2351 -2.4368
17 H 2.0635 3.4139 -3.9781
18 H 1.6276 4.8208 -2.9686
19 H 0.3813 3.6024 -3.3953
20 H 4.2585 2.2740 -0.7412
21 H 4.1616 3.8665 -1.5478
22 H 4.2476 2.3817 -2.5248
23 H 2.0459 -4.0203 -3.3362
24 H 0.3832 -4.1702 -2.6902
25 H 1.6831 -5.2570 -2.1011
26 H 4.2533 -2.7756 -2.0589
27 H 4.1642 -4.0685 -0.8408
28 H 4.2556 -2.3610 -0.3217
29 C 1.2308 3.4274 -0.0149
30 C 1.2248 -3.3738 0.5810
31 P -0.4380 2.6726 0.3279
32 H 1.2134 4.5313 -0.0385
33 H 1.9200 3.1411 0.8012
34 P -0.4439 -2.5670 0.7790
35 H 1.9118 -2.9506 1.3374
36 H 1.2062 -4.4654 0.7490
37 C -0.7865 -2.9503 2.5837
38 C -1.5715 -3.6940 -0.2803
39 C -1.5674 3.5871 -0.9123
40 C -0.7756 3.3596 2.0402
41 C -0.3771 2.3793 3.1632
42 H -1.8764 3.4884 2.0574
43 C -0.0701 4.6889 2.3325
44 H 1.0130 4.5474 2.4473
45 H -0.4420 5.0939 3.2978
46 H -0.2327 5.4622 1.5731
47 H -0.8757 1.4010 3.0012
48 H -0.7125 2.7774 4.1390
49 H 0.7298 2.2042 3.1819
50 H -1.1534 3.2351 -1.8629
51 C -1.3985 5.1005 -0.8232
52 C -3.0627 3.2639 -0.8841
53 H -0.3934 5.4646 -1.0165
54 H -1.7343 5.4711 0.1467
55 H -2.0561 5.5574 -1.5695
56 H -3.3578 2.3701 -1.4836
57 H -3.6160 4.1268 -1.3222
58 H -3.4254 3.1200 0.1456
59 H -1.1555 -3.5115 -1.2766
60 C -3.0728 -3.3871 -0.3166
61 C -1.3950 -5.1677 0.0741
62 H -0.3879 -5.5551 -0.0493
63 H -2.0489 -5.7520 -0.5808
64 H -1.7327 -5.3624 1.0935
65 H -3.3777 -2.6252 -1.0793
66 H -3.4377 -3.0578 0.6715
67 H -3.6165 -4.3267 -0.5849
68 C -0.3993 -1.7837 3.5151
69 C -0.0760 -4.2045 3.1078
70 H -1.8860 -3.0832 2.6196
71 H 1.0065 -4.0420 3.1972
72 H -0.2353 -5.0997 2.4961
73 H -0.4488 -4.4349 4.1285
74 H 0.7074 -1.6054 3.5066
75 H -0.7346 -2.0047 4.5459
76 H -0.8982 -0.8504 3.1809
77 C -2.2751 -0.1491 -1.0932
78 H -2.9112 -0.1681 -1.9695
79 H -2.3175 -1.0669 -0.4411
80 H -2.1904 0.8811 -0.5911
81 I 1.8298 0.1742 2.0490

Forces on the atoms, in the same order (eV/Å):
W 0.0 0.1 1.4
C 0.4 0.1 -0.6
C 0.3 -0.4 -0.7
C 1.1 -1.0 -0.6
Si -0.4 0.0 0.2
C 1.4 0.8 -0.5
C 0.4 0.1 -0.8
Si -0.4 0.1 0.1
H -1.5 -0.1 -1.2
H 0.5 0.3 -0.1
H 0.4 -0.2 0.0
Cl 0.0 0.0 1.3
C -0.2 -0.2 0.0
C 0.1 -0.1 0.1
C -0.2 0.2 0.0
C 0.1 0.2 0.1
H -0.3 0.2 0.1
H -0.1 -0.3 -0.1
H 0.2 0.1 0.0
H 0.0 0.1 -0.1
H -0.1 -0.3 0.0
H -0.1 0.1 0.2
H -0.3 -0.1 0.2
H 0.2 -0.1 0.0
H -0.1 0.3 -0.2
H -0.1 0.0 0.2
H -0.1 0.3 0.0
H 0.0 -0.1 -0.1
C 0.0 0.3 -0.3
C 0.1 -0.4 -0.2
P 0.3 0.4 0.6
H -0.1 -0.4 0.2
H -0.4 -0.1 -0.2
P 0.2 -0.3 0.7
H -0.4 0.1 -0.2
H -0.1 0.5 0.1
C -0.2 0.0 0.2
C 0.7 0.2 0.2
C 0.7 -0.1 0.3
C -0.2 0.1 0.2
C 0.0 -0.5 0.0
H 0.4 0.0 0.1
C -0.2 0.5 0.3
H -0.3 0.0 -0.1
H 0.2 -0.2 -0.5
H 0.1 -0.2 0.2
H 0.5 0.7 0.3
H 0.2 0.0 -0.4
H -1.2 0.5 0.2
H 0.0 0.1 -0.1
C -0.3 0.2 -0.2
C -0.7 -0.3 -0.1
H 0.1 -0.1 0.1
H 0.0 0.0 0.0
H 0.1 0.1 0.0
H 0.4 0.6 0.6
H 0.3 -0.6 0.3
H 0.0 0.0 -0.3
H 0.0 -0.1 -0.1
C -0.8 0.2 -0.2
C -0.3 -0.2 -0.2
H 0.1 0.1 0.1
H 0.1 -0.1 0.0
H 0.0 0.0 0.0
H 0.4 -0.6 0.8
H 0.0 -0.1 -0.4
H 0.4 0.7 0.3
C 0.0 0.4 -0.1
C -0.3 -0.5 0.4
H 0.4 0.0 0.1
H -0.3 0.0 -0.1
H 0.1 0.2 0.1
H 0.2 0.2 -0.5
H -1.2 -0.5 0.2
H 0.2 0.0 -0.4
H 0.4 -0.6 0.4
C 1.4 0.2 1.8
H 0.8 -0.1 -0.7
H -1.5 1.7 -0.7
H -1.8 -1.7 -0.7
I 0.4 0.0 -0.7

## Properties
- Spin multiplicity: 3
- ⟨S²⟩: 2.0186
- LUMO (spin up / spin down): 0.384 / -0.496 eV

***

This record from the OMol25 dataset describes a 2-piece molecular cluster, CH4NO2S overall at a distorted geometry. The level of theory is ωB97M-V/def2-TZVPD.

Element x y z (Å)
1 C 0.3212 1.5513 1.5503
2 N -0.3832 -1.3069 -0.3243
3 O 1.0178 -0.1746 -1.9651
4 O -1.2554 0.6609 -1.6776
5 S -0.0684 0.2298 -1.0003
6 H 1.3688 1.4453 1.1335
7 H 0.1247 0.5209 1.9471
8 H -1.2856 -1.5464 -0.1693
9 H 0.1601 -1.3802 0.5058

Forces on the atoms, in the same order (eV/Å):
C 0.5 -0.8 -1.4
N 2.6 0.2 -0.9
O -0.7 1.0 1.2
O -2.2 0.3 -0.7
S 3.3 -0.4 0.0
H -0.6 0.1 0.6
H 0.1 0.3 -0.1
H -3.5 -0.5 0.6
H 0.4 -0.2 0.6

## Properties
- Spin multiplicity: 1
- LUMO (spin up / spin down): 3.535 / 3.536 eV
- Relative energy (zero: lowest compared OMol25 entry of this formula, charge and spin): 598.09 kJ/mol
- Total charge: -1